Formula: C3H3N3O2
Source: the Open Molecules 2025 dataset
Level of theory: ωB97M-V/def2-TZVPD

Computed properties:
SMILES: O=Cc1nc(O)n[nH]1
Gap between HOMO and LUMO in eV: 9.01
ΔE to the lowest compared entry with this formula, charge and spin in kcal per mole: 85.5

CARTESIAN COORDINATES (ANGSTROEM)
O 0.87619 -0.84878 -2.63915
C 1.40543 -0.87589 -1.43904
C 0.44043 -0.36620 -0.34927
N -0.49231 0.68251 -0.43741
C -0.85765 0.67962 0.88831
O -1.58250 1.72741 1.36401
N -0.35981 -0.29866 1.70670
N 0.47640 -0.88100 0.85046
H 2.47872 -1.38346 -1.12981
H -1.43030 2.62801 0.74792
H 1.30288 -1.41874 1.14478

Mulliken population analysis, charges in e, atoms 1 to 4: O -0.424; C -0.125; C 0.580; N -0.543